Record 1
# C2H12NO3

A 4-piece molecular cluster, C2H12NO3 overall at a distorted geometry (the ωB97M-V functional and the def2-TZVPD basis, the OMol25 dataset).

Results
Highest occupied orbital energy (Ha): -0.54499
Net charge: +1
Kohn-Sham gap (eV): 11.97
Multiplicity: 1

Positions of all 18 atoms, in Å:
1 O 0.3409 2.0036 1.5031
2 O 0.7559 -1.4606 -2.0374
3 O 2.2509 -0.7765 1.7282
4 N -0.1988 0.8195 -0.8893
5 C -2.0693 -0.5967 -0.3013
6 C -1.6184 0.6114 -0.5587
7 H 0.2541 -0.0372 -1.2877
8 H -1.6546 -1.5661 -0.5498
9 H 1.6593 -1.2931 2.2836
10 H -2.1590 1.5452 -0.5480
11 H 0.1151 -1.8939 -2.5808
12 H 1.2876 -2.1265 -1.5735
13 H -3.0885 -0.7287 0.0460
14 H 0.2980 1.1306 -0.0187
15 H 3.0980 -0.9367 2.1683
16 H -0.0004 1.5356 -1.5927
17 H 1.1273 1.9015 2.0981
18 H -0.3982 1.8686 2.1105

Cartesian forces, eV/Å:
0.922 -0.226 1.088
0.790 0.410 0.776
0.153 -0.110 0.330
0.753 -0.042 -0.432
-1.336 -0.377 -0.308
0.849 0.029 -0.287
-0.198 -0.165 0.379
0.902 0.352 0.330
-0.279 -0.036 -0.048
-0.249 -0.126 0.452
-0.454 -0.702 -0.589
-0.243 0.133 -0.307
-0.067 0.407 -0.101
-0.248 -0.082 -0.068
0.053 0.195 -0.313
-0.506 0.151 0.131
-0.770 0.098 -0.906
-0.071 0.090 -0.126


Record 2
# CH3ClN2O

One molecule with the formula CH3ClN2O at a distorted geometry (the ωB97M-V functional and the def2-TZVPD basis, the OMol25 dataset).

Results
Highest occupied orbital energy (Ha): -0.37016
Kohn-Sham gap (eV): 10.30
Multiplicity: 1

Positions of all 8 atoms, in Å:
1 Cl -1.9700 -1.2331 0.0865
2 O 0.0153 1.6598 1.1733
3 N -0.8331 -0.1853 -0.8444
4 N 0.4514 -0.0672 -0.2997
5 C 0.7006 0.7854 0.7401
6 H 1.7117 0.6447 1.3198
7 H -0.9225 -0.6344 -1.7663
8 H 0.8467 -0.9699 -0.4092

Cartesian forces, eV/Å:
0.741 0.332 -0.073
-1.013 0.294 -0.570
-1.368 1.047 0.280
-1.994 -1.334 -1.795
2.102 0.172 2.304
-1.197 -0.523 -1.621
1.088 0.407 0.661
1.640 -0.395 0.814


The evaluated LUMO for the records listed, in turn: -2.86 0.23 eV.
The evaluated ΔE to the lowest compared entry with this formula, charge and spin for the records listed, in turn: 18.5 31.0 kcal per mole.